(1)
Molecular formula: C9H23N2Si
Method: DFT, ωB97M-V/def2-TZVPD

Results
HOMO energy (spin up / spin down)   -12.008 / -12.009 eV
Net charge   +1
Relative energy (zero: lowest compared OMol25 entry of this formula, charge and spin)   5.051 eV
Total energy   -755.275145 Ha
Orbital gap (spin up / spin down)   8.04 / 8.04 eV

```
35
Properties=species:S:1:pos:R:3:nbo_charge:R:1
Si -2.546 1.178 0.490 1.34
N 2.631 0.525 0.299 -0.48
N 0.495 -0.439 0.031 -0.51
C 3.770 -0.017 0.893 -0.41
C 1.401 0.474 0.957 -0.04
C -3.090 -0.814 -1.585 -0.32
C 0.151 -1.676 0.704 -0.45
C 2.771 1.830 -0.312 -0.42
C -3.331 -0.451 -0.271 -0.44
C 1.174 -0.825 -1.307 -0.42
C -4.370 -1.233 0.454 -0.67
C -1.176 1.944 -0.313 -1.30
H -0.827 -2.023 0.406 0.23
H 4.651 0.072 0.161 0.22
H -3.291 1.713 1.623 -0.13
H 4.084 0.350 1.803 0.19
H 1.434 0.046 2.000 0.22
H -1.109 2.015 -1.412 0.27
H -0.775 2.963 0.004 0.27
H 2.602 1.892 -1.326 0.20
H 0.867 0.151 -1.929 0.22
H 0.770 -1.755 -1.696 0.23
H -4.324 -1.078 1.473 0.21
H -2.506 -0.171 -2.222 0.20
H -5.452 -0.934 0.280 0.25
H -4.055 -2.283 0.355 0.23
H 0.824 -2.472 0.221 0.22
H 3.771 -1.049 1.037 0.21
H 2.258 -0.805 -1.076 0.26
H -3.476 -1.717 -2.087 0.22
H 2.232 2.714 0.079 0.20
H -0.448 0.116 -0.188 0.50
H 0.268 -1.733 1.834 0.23
H 3.837 2.090 -0.227 0.22
H 0.787 1.401 0.844 0.24
```

=====

(2)
Molecular formula: C14H12FN3O2S
Method: DFT, ωB97M-V/def2-TZVPD

Results
HOMO energy   -7.699 eV
Net charge   0
Relative energy (zero: lowest compared OMol25 entry of this formula, charge and spin)   8.381 eV
Total energy   -1353.221893 Ha
Orbital gap   7.30 eV

```
33
Properties=species:S:1:pos:R:3:nbo_charge:R:1
S 3.541 1.326 1.210 2.01
F -6.473 -0.266 -1.692 -0.32
O 4.469 2.143 2.041 -0.84
O 3.807 -0.225 1.266 -0.81
N 1.525 1.629 -0.567 -0.26
N -0.606 0.914 -0.207 -0.62
N 2.794 1.984 -0.266 -0.55
C 1.511 -0.368 4.315 -0.20
C 0.279 -0.619 3.739 -0.20
C -2.963 0.166 -2.603 -0.19
C -4.285 -0.238 -2.647 -0.28
C 1.001 0.468 1.627 -0.05
C 0.714 1.032 0.245 0.33
C -5.196 0.200 -1.674 0.39
C 2.538 0.203 3.558 -0.14
C -3.418 1.539 -0.642 -0.22
C -1.036 1.407 -1.496 -0.23
C 2.287 0.601 2.234 -0.48
C -2.509 1.088 -1.592 -0.04
C -4.766 1.098 -0.689 -0.27
C 0.055 -0.202 2.399 -0.13
H -4.626 -0.941 -3.442 0.24
H -2.195 -0.180 -3.354 0.23
H -0.914 -0.397 1.924 0.20
H 3.521 0.421 4.033 0.26
H -5.504 1.452 0.071 0.23
H 2.961 -0.235 1.834 0.44
H -1.341 0.469 0.365 0.40
H 1.699 -0.623 5.353 0.23
H -3.136 2.236 0.151 0.23
H -0.508 0.909 -2.309 0.20
H -0.874 2.518 -1.626 0.21
H -0.435 -1.194 4.328 0.23
```

=====

(3)
Molecular formula: C13H9LaN2O5Se
Method: DFT, ωB97M-V/def2-TZVPD

Results
HOMO energy (spin up / spin down)   -13.347 / -14.474 eV
Net charge   +2
Relative energy (zero: lowest compared OMol25 entry of this formula, charge and spin)   3.823 eV
Total energy   -3418.757641 Ha
Orbital gap (spin up / spin down)   4.89 / 6.20 eV

```
31
Properties=species:S:1:pos:R:3:mulliken_charge:R:1
La 1.664 -0.438 -2.451 1.25
Se -0.569 1.297 -2.724 -0.24
O -0.231 -3.293 -1.256 -0.13
O 4.107 -2.394 -1.559 -0.28
O 6.807 -3.640 -2.884 -0.11
O 3.465 1.566 -0.015 -0.10
O 1.460 -1.125 1.091 -0.18
N -1.800 -0.286 -0.567 0.19
N -1.117 1.681 0.088 0.34
C 5.890 -2.999 -3.213 0.21
C 1.545 -0.924 -0.043 0.09
C -1.156 0.852 -0.985 -0.38
C -1.853 1.115 1.157 0.79
C 0.355 -2.401 -1.713 0.16
C 2.978 0.959 -0.866 0.18
C 4.406 -2.171 -2.737 0.43
C -0.538 3.008 0.156 -0.98
C -3.309 -0.485 2.855 -0.54
C -2.090 1.598 2.435 -0.58
C -2.867 0.787 3.278 -0.66
C -2.287 -0.124 0.741 0.30
C -3.042 -0.952 1.559 -0.84
H -2.031 -1.080 -1.171 0.38
H 0.139 3.067 1.024 0.37
H -3.089 1.116 4.294 0.41
H -1.712 2.589 2.716 0.41
H -1.323 3.770 0.269 0.36
H -3.365 -1.921 1.186 0.42
H 0.019 3.193 -0.766 0.33
H 3.464 -1.287 -3.431 -0.02
H -3.919 -1.076 3.534 0.42
```